Record 1
ORCA calculation (ωB97M-V/def2-TZVPD) on a molecular structure, C14H32AsF6O22S6.

The geometry in ORCA input format:
```
! RIJCOSX wB97M-V def2-TZVPD def2/J DEFGRID3
* xyz -1 1
As -1.266 -7.080 26.439
S -4.361 -3.994 20.987
S 2.909 -10.417 26.810
S -4.612 -4.688 30.321
S 3.806 -3.570 27.726
S 3.779 -4.976 22.197
S -5.687 -10.571 23.302
F -0.926 -6.643 28.089
F 0.371 -7.718 26.176
F -0.579 -5.483 25.800
F -1.990 -8.616 26.923
F -2.808 -6.195 26.399
F -1.499 -7.504 24.725
O -5.671 -3.739 30.054
O 3.749 -5.617 23.759
O 3.868 -2.116 26.919
O -5.746 -9.839 24.735
O -3.204 -4.060 29.747
O 3.999 -3.550 22.213
O 2.191 -3.826 27.240
O -4.284 -11.299 23.784
O 3.880 -3.166 29.138
O 3.935 -11.348 26.419
O 2.803 -10.322 28.557
O 4.549 -5.849 21.338
O 2.170 -5.240 22.067
O -4.431 -5.125 31.681
O -4.389 -2.742 21.666
O -2.802 -4.551 20.860
O 4.829 -4.480 27.146
O 1.568 -10.595 26.358
O -4.701 -5.312 22.024
O -5.074 -4.162 19.731
O -6.760 -11.572 23.129
O -5.424 -9.646 22.204
C 1.513 -2.626 26.984
C -4.488 -9.382 25.041
C 3.574 -11.282 29.269
C 2.601 -5.269 24.469
C -2.419 -5.088 22.064
C 3.208 -11.295 30.771
C 3.482 -8.765 26.446
C 2.640 -1.772 26.379
C -3.682 -5.478 22.945
C 1.580 -5.661 23.333
C -2.007 -4.579 29.959
C -3.585 -10.524 24.721
C -1.017 -3.870 28.980
C -4.732 -6.240 29.207
H -3.850 -4.832 23.807
H 3.783 -8.658 25.403
H 2.376 -0.725 26.530
H 2.527 -5.809 25.413
H 3.479 -12.301 28.896
H -5.582 -6.856 29.503
H 2.780 -1.917 25.308
H 1.603 -6.739 23.173
H -1.004 -2.826 29.294
H -4.462 -8.892 26.014
H -1.555 -4.314 30.914
H 1.097 -2.095 27.839
H -1.337 -3.893 27.939
H -3.284 -11.252 25.475
H 2.186 -11.651 30.898
H 0.705 -2.982 26.344
H -2.151 -5.659 29.937
H 3.937 -11.841 31.369
H -2.639 -10.336 24.213
H 0.566 -5.383 23.621
H 3.289 -10.289 31.184
H 2.605 -4.235 24.816
H -3.766 -6.744 29.239
H -0.064 -4.391 29.075
H -3.547 -6.487 23.334
H -4.224 -8.561 24.374
H 4.552 -10.839 29.082
H -1.714 -4.481 22.631
H 2.701 -8.141 26.878
H -1.968 -6.006 21.686
H 4.451 -8.553 26.898
H -4.760 -5.834 28.196
*
```

Summary:
Highest occupied orbital energy, eV: -9.1
Energy, a.u.: -7432.004219
Energy relative to the best compared isomer or geometry (same formula, charge and spin), kcal per mole: 89.87
LUMO energy, eV: 1.8
Kohn-Sham gap, eV: 10.86
Molar mass, g/mol: 933.70


Record 2
ORCA calculation (ωB97M-V/def2-TZVPD) on a molecular structure, C14H32BeCl5FN4NaO3.

The geometry in ORCA input format:
```
! RIJCOSX wB97M-V def2-TZVPD def2/J DEFGRID3
* xyz 1 1
Cl 1.033 1.355 -1.333
Cl 1.749 3.881 -0.091
Cl 4.728 4.631 -1.487
Cl 3.477 1.551 0.225
Cl 2.802 7.389 -1.007
Na -5.505 -4.777 -0.441
F -2.368 2.641 0.063
O 5.883 5.666 1.532
O -3.701 -2.787 0.150
O 2.790 6.391 2.392
N 1.596 -1.979 -1.746
N -0.107 -4.763 1.087
N 0.942 -2.591 0.529
N -0.836 -2.757 2.058
C -1.984 0.271 0.627
C -3.140 0.042 -0.428
C 0.870 -4.288 -1.253
C -3.462 -2.476 -1.239
C 2.373 2.399 -0.857
C -0.030 -3.360 1.230
C -0.806 -1.313 2.327
C -2.834 -1.061 -1.514
C 4.513 7.179 -0.529
C -2.154 -0.551 1.970
C -5.059 -2.533 0.545
C 5.273 6.329 -1.516
C 0.045 -5.238 -0.321
C 0.688 -2.763 -0.914
Be 1.832 4.755 2.024
H -5.627 -1.924 -0.204
H 6.332 6.328 -1.261
H -3.056 -1.205 2.012
H 2.922 2.694 -1.748
H -1.039 -5.057 1.381
H 0.479 -4.422 -2.296
H 5.722 5.481 2.466
H 1.948 -4.555 -1.282
H 0.609 -6.203 -0.276
H 5.166 6.698 -2.535
H -2.726 -3.245 -1.606
H -5.648 -3.463 0.850
H -0.613 -1.189 3.423
H -5.022 -1.894 1.462
H -3.248 -0.707 -2.494
H 2.694 5.865 1.613
H -2.278 0.187 2.805
H 1.486 -0.986 -1.516
H 1.281 -2.112 -2.705
H -3.182 1.019 -0.973
H 4.540 6.743 0.471
H -0.375 -2.516 -1.182
H -4.391 -2.587 -1.855
H -0.975 0.080 0.170
H -0.937 -5.467 -0.805
H -1.726 -1.098 -1.651
H 0.000 -0.772 1.798
H -1.514 -3.310 2.575
H -4.136 -0.072 0.063
H 1.871 -2.926 0.790
H 4.956 8.174 -0.481
H -2.018 1.414 0.907
*
```

Summary:
Highest occupied orbital energy, eV: -7.7
Energy, a.u.: -3574.582100
Energy relative to the best compared isomer or geometry (same formula, charge and spin), kcal per mole: 36.20
LUMO energy, eV: -5.4
Kohn-Sham gap, eV: 2.28
Molar mass, g/mol: 532.70


Record 3
ORCA calculation (ωB97M-V/def2-TZVPD) on 3 unconnected molecules or ions with the total composition C14H32BrN2O.

The geometry in ORCA input format:
```
! RIJCOSX wB97M-V def2-TZVPD def2/J DEFGRID3
* xyz 1 1
Br -1.009 4.210 -0.387
O -6.542 3.495 -1.122
N -4.553 4.451 -0.281
N 1.780 -1.830 1.005
C 2.853 -1.124 -2.732
C -5.345 3.450 -1.072
C -4.502 5.796 -1.073
C 3.119 -2.006 1.787
C -0.239 -0.179 0.685
C -1.039 0.827 1.513
C 0.936 -2.990 1.625
C 1.085 -0.478 1.391
C 1.610 -3.696 2.744
C 2.733 -2.726 3.102
C -4.495 2.278 -1.522
C 2.882 -1.042 -1.255
C 3.487 -2.353 -3.354
C 1.850 -1.969 -0.563
H -3.634 2.569 -2.123
H -3.832 6.445 -0.510
H 1.073 -0.619 2.472
H 2.361 -2.023 3.847
H -4.951 4.553 0.642
H -4.087 1.754 -0.658
H -0.913 -1.028 0.569
H 0.544 -3.633 0.837
H 3.714 -1.094 1.834
H -4.063 5.605 -2.052
H 1.864 0.232 1.112
H -0.968 0.733 2.596
H 4.434 -2.576 -2.863
H 3.838 -1.031 -0.731
H -2.081 0.603 1.286
H 0.857 -1.654 -0.882
H -5.091 1.554 -2.078
H -0.764 1.862 1.307
H -0.023 0.189 -0.318
H 3.242 -0.193 -3.145
H 2.042 -3.003 -0.851
H 0.013 -2.531 1.977
H 1.827 -1.142 -3.099
H 3.611 -2.691 1.097
H -3.622 4.072 -0.179
H -5.503 6.151 -1.317
H 0.896 -3.902 3.542
H 2.595 -0.012 -1.044
H 2.925 -3.255 -3.109
H 3.485 -2.195 -4.433
H 1.919 -4.679 2.387
H 3.681 -3.174 3.400
*
```

Summary:
Highest occupied orbital energy, eV: -9.9
Energy, a.u.: -3311.116368
Energy relative to the best compared isomer or geometry (same formula, charge and spin), kcal per mole: 27.02
LUMO energy, eV: -2.4
Kohn-Sham gap, eV: 7.46
Molar mass, g/mol: 324.33


Record 4
ORCA calculation (ωB97M-V/def2-TZVPD) on a molecular structure, C14H32LiNO14P.

The geometry in ORCA input format:
```
! RIJCOSX wB97M-V def2-TZVPD def2/J DEFGRID3
* xyz -1 1
P 1.230 2.026 -1.443
O 1.739 3.311 -0.911
O -1.019 -2.800 0.525
O 0.036 2.085 -2.263
O 3.047 -1.622 0.423
O -0.091 -3.948 -2.236
O -1.308 -3.094 2.763
O 2.271 1.007 -1.892
O -0.834 1.566 1.367
O 4.564 -1.894 2.101
O 1.151 -2.079 -1.654
O -1.186 -4.905 1.422
O 5.230 -1.124 0.101
O -0.542 -2.015 -3.271
O 0.889 1.096 -0.204
N -2.712 4.622 0.162
C 0.817 -5.029 -1.874
C -1.326 -5.779 2.585
C -2.449 3.185 0.473
C -2.406 5.460 1.308
C -4.201 4.765 -0.162
C -1.130 -3.584 1.583
C -1.049 -1.423 0.798
C -0.461 -0.657 -3.354
C 5.108 -1.122 -1.310
C 4.198 -1.520 0.826
C 3.641 -2.636 2.907
C 0.354 -2.610 -2.389
C -1.855 4.935 -1.040
C -1.141 2.889 1.196
Li 1.867 -0.259 -0.746
H -1.155 3.528 2.166
H -2.697 6.715 1.437
H 0.899 -5.804 -2.564
H -1.168 -1.172 -0.237
H -2.743 2.438 -0.258
H -1.060 -0.352 -4.168
H -1.313 5.658 1.380
H 0.526 -0.210 -3.700
H 3.156 -3.428 2.348
H 3.882 -3.025 3.797
H -1.867 -1.070 1.295
H 0.670 -5.423 -1.096
H -1.664 4.125 -1.674
H -0.361 3.585 0.679
H -4.898 4.392 0.435
H 1.881 -4.673 -1.870
H 6.036 -0.596 -1.741
H -2.141 5.942 -1.194
H -1.946 -5.367 3.283
H -0.096 -1.112 1.117
H -0.956 5.175 -0.651
H -4.461 4.268 -1.074
H -0.126 1.263 0.747
H 4.212 -0.522 -1.604
H -4.353 5.864 -0.456
H 2.938 -1.850 3.306
H -3.125 2.861 1.215
H -0.733 -0.225 -2.410
H -2.794 5.024 2.186
H 5.088 -2.205 -1.846
H -1.686 -6.745 2.253
H -0.380 -5.909 3.110
*
```

Summary:
Highest occupied orbital energy, eV: -2.5
Energy, a.u.: -2009.542121
Energy relative to the best compared isomer or geometry (same formula, charge and spin), kcal per mole: 14.42
LUMO energy, eV: 2.0
Kohn-Sham gap, eV: 4.42
Molar mass, g/mol: 476.32